(i)
{"formula": "C8H12N2S", "method": "wB97M-V/def2-TZVPD", "homo_lumo_gap_ev": 9.8, "e_homo_ha": -0.3290, "spin_multiplicity": 1, "elements": ["C", "C", "C", "C", "C", "C", "C", "C", "N", "N", "S", "H", "H", "H", "H", "H", "H", "H", "H", "H", "H", "H", "H"], "xyz": [[3.22449, 0.34893, -0.73042], [3.03376, -0.27016, 0.51754], [2.00830, 0.90344, -1.02963], [-0.42876, 2.28301, 1.47129], [-0.16623, 0.96075, 0.11547], [-1.43293, -0.44441, -1.46948], [-0.94286, -1.30218, 0.85227], [-1.25522, -0.07028, 0.00547], [1.80157, -0.11130, 0.94361], [1.17431, 0.59886, -0.00220], [-0.55447, 2.67484, -0.26007], [4.12008, 0.38180, -1.31562], [3.74330, -0.81622, 1.10777], [1.66576, 1.47846, -1.86643], [-1.34078, 2.14942, 2.01912], [0.48462, 2.53204, 1.97688], [-0.52149, -0.88965, -1.86255], [-1.67426, 0.44108, -2.05626], [-2.24127, -1.16388, -1.57638], [-0.04928, -1.80049, 0.48269], [-1.77388, -2.00157, 0.80505], [-0.76515, -1.02091, 1.88866], [-2.18345, 0.38858, 0.35996]], "mulliken_charge": [-0.74, -0.27, -0.12, -0.91, -0.07, -1.46, -1.57, 0.56, -0.90, 0.98, -0.12, 0.41, 0.45, 0.42, 0.35, 0.35, 0.34, 0.36, 0.43, 0.34, 0.48, 0.35, 0.37]}



(ii)
{"formula": "C8H12N2S", "method": "wB97M-V/def2-TZVPD", "homo_lumo_gap_ev": [7.0, 7.0], "e_homo_ha": [-0.3055, -0.3055], "spin_multiplicity": 1, "elements": ["C", "C", "C", "C", "C", "C", "C", "C", "N", "N", "S", "H", "H", "H", "H", "H", "H", "H", "H", "H", "H", "H", "H"], "xyz": [[2.58147, -0.83378, -1.08283], [1.82964, -0.77810, -2.21527], [0.64119, -0.48697, -0.49431], [-0.99985, 1.25376, 1.00414], [-0.01282, 1.88088, 1.96933], [-1.04432, -1.14443, 2.20682], [-0.64681, -0.11297, -2.51702], [-1.21291, -0.13578, 1.08674], [1.80039, -0.70556, -0.01352], [0.57659, -0.42853, -1.82324], [-1.75536, 2.23906, -0.16256], [3.68100, -1.17360, -0.95407], [2.08098, -0.72570, -3.26768], [0.24409, 2.93107, 1.50784], [-0.74205, 2.00347, 2.80947], [0.77369, 1.08563, 1.94366], [-1.39415, -0.72943, 3.19672], [-1.73365, -2.12425, 2.00702], [0.01112, -1.39911, 2.43828], [-0.73470, 0.94750, -2.43501], [-0.54730, -0.40934, -3.55655], [-1.52451, -0.65708, -2.00685], [-1.87173, -0.49674, 0.35889]], "mulliken_charge": [-0.48, -0.20, 0.15, 0.51, -0.94, -1.08, -0.71, -0.38, -0.45, 0.13, -0.23, 0.29, 0.37, 0.28, 0.31, 0.30, 0.33, 0.29, 0.27, 0.25, 0.35, 0.22, 0.42]}



Name the least stable of them. (ii).



(i)
{"formula": "C3H2ClFOS", "method": "wB97M-V/def2-TZVPD", "homo_lumo_gap_ev": 8.6, "e_homo_ha": -0.3301, "smiles": "OC(=S)/C=C(\\F)Cl", "spin_multiplicity": 1, "elements": ["O", "C", "S", "C", "C", "F", "Cl", "H", "H"], "xyz": [[-0.62020, 1.70924, -1.16160], [0.01990, 1.19075, -0.13598], [0.81153, 2.06882, 0.90855], [-0.02658, -0.27395, -0.16559], [0.37914, -1.16253, 0.75124], [1.07229, -0.98858, 1.86666], [0.12188, -2.82575, 0.41858], [-1.09795, 0.99996, -1.56529], [-0.66002, -0.71796, -0.91656]], "mulliken_charge": [-0.43, 0.67, -0.33, -0.47, 0.37, -0.17, -0.15, 0.29, 0.21]}



(ii)
{"formula": "C3H2ClFOS", "method": "wB97M-V/def2-TZVPD", "homo_lumo_gap_ev": 8.7, "e_homo_ha": -0.3479, "smiles": "OC(=S)/C(Cl)=C\\F", "spin_multiplicity": 1, "elements": ["O", "C", "S", "C", "Cl", "C", "F", "H", "H"], "xyz": [[0.63763, -1.40424, 0.16263], [1.09887, -0.16170, -0.17951], [2.64354, 0.40292, -0.19012], [-0.22344, 0.74591, -0.22109], [-0.14398, 2.51248, -0.10463], [-1.42738, 0.21156, 0.07686], [-1.71660, -1.06616, -0.43764], [1.43884, -2.04477, 0.19340], [-2.30748, 0.80399, 0.70011]], "mulliken_charge": [-0.42, 0.27, -0.22, 0.26, -0.16, -0.13, -0.21, 0.36, 0.26]}



Name the least stable of them. (ii).